{
  "formula": "C55H59NO5OsP2S",
  "method": "the ωB97M-V functional and the def2-TZVPD basis",
  "symbols": ["Os", "C", "N", "P", "C", "C", "C", "C", "C", "C", "C", "C", "C", "C", "C", "C", "P", "C", "C", "C", "C", "C", "C", "C", "C", "C", "C", "C", "C", "H", "H", "H", "H", "H", "H", "H", "H", "H", "H", "H", "H", "H", "H", "H", "H", "H", "H", "H", "H", "H", "H", "H", "O", "C", "C", "O", "O", "C", "C", "C", "C", "C", "C", "C", "C", "C", "C", "C", "C", "H", "H", "H", "H", "H", "H", "H", "H", "H", "H", "H", "O", "S", "C", "C", "C", "C", "H", "H", "H", "H", "H", "H", "H", "H", "C", "C", "C", "C", "C", "C", "C", "C", "C", "C", "C", "C", "O", "H", "H", "H", "H", "H", "H", "H", "H", "H", "H", "H", "H", "H", "H", "H", "H", "H"],
  "positions_angstrom": [[0.271, -0.533, 0.070], [0.156, 0.595, 4.307], [0.225, 0.271, 2.886], [0.372, -1.308, 2.267], [1.980, -2.028, 2.709], [3.037, -1.322, 3.272], [4.226, -1.978, 3.551], [4.383, -3.316, 3.226], [3.345, -4.013, 2.625], [2.146, -3.373, 2.371], [-0.839, -2.279, 3.212], [-0.448, -3.118, 4.250], [-1.406, -3.805, 4.975], [-2.748, -3.663, 4.667], [-3.141, -2.814, 3.644], [-2.191, -2.123, 2.915], [0.131, 1.353, 1.530], [1.416, 2.531, 2.065], [2.743, 2.202, 1.800], [3.769, 2.908, 2.401], [3.477, 3.929, 3.292], [2.159, 4.263, 3.555], [1.126, 3.573, 2.943], [-1.407, 2.296, 1.663], [-1.464, 3.547, 1.054], [-2.641, 4.271, 1.072], [-3.757, 3.756, 1.715], [-3.699, 2.515, 2.329], [-2.531, 1.773, 2.290], [0.669, -0.188, 4.868], [-0.875, 0.664, 4.656], [0.652, 1.547, 4.502], [2.928, -0.272, 3.501], [5.039, -1.445, 4.020], [5.310, -3.824, 3.452], [3.473, -5.051, 2.360], [1.323, -3.913, 1.921], [0.595, -3.238, 4.494], [-1.108, -4.452, 5.783], [-3.488, -4.216, 5.226], [-4.191, -2.703, 3.426], [-2.485, -1.471, 2.106], [2.955, 1.371, 1.136], [4.795, 2.650, 2.188], [4.277, 4.458, 3.785], [1.936, 5.052, 4.255], [0.101, 3.844, 3.151], [-0.584, 3.936, 0.567], [-2.689, 5.241, 0.601], [-4.679, 4.317, 1.724], [-4.567, 2.129, 2.842], [-2.480, 0.798, 2.751], [0.407, 2.531, -1.145], [0.188, 2.509, -2.518], [-0.065, 0.870, -2.930], [-0.456, 0.655, -4.040], [0.239, 0.147, -1.989], [-1.029, 3.327, -2.879], [-1.114, 4.598, -2.305], [-2.079, 5.492, -2.729], [-3.000, 5.129, -3.698], [-2.960, 3.850, -4.225], [-1.981, 2.960, -3.822], [1.368, 2.813, -3.384], [2.655, 2.972, -2.862], [3.712, 3.301, -3.691], [3.518, 3.425, -5.060], [2.251, 3.232, -5.593], [1.189, 2.925, -4.769], [1.359, 2.507, -0.969], [-0.381, 4.900, -1.575], [-2.096, 6.486, -2.310], [-3.741, 5.832, -4.040], [-3.679, 3.543, -4.969], [-1.966, 1.983, -4.278], [2.856, 2.890, -1.799], [4.690, 3.467, -3.264], [4.345, 3.685, -5.703], [2.092, 3.316, -6.657], [0.212, 2.768, -5.194], [-2.146, -0.399, -0.058], [-3.293, -1.149, -0.691], [-3.599, -0.315, -2.293], [-4.461, 0.898, -1.979], [-5.505, 0.423, -0.974], [-4.753, -0.341, 0.104], [-4.120, -1.029, -2.930], [-2.636, -0.075, -2.738], [-4.927, 1.294, -2.881], [-3.852, 1.689, -1.534], [-6.222, -0.233, -1.468], [-6.045, 1.267, -0.544], [-5.361, -1.101, 0.590], [-4.310, 0.325, 0.843], [3.577, -1.110, -0.445], [3.504, -2.187, -1.525], [2.929, -1.625, -2.832], [2.722, -3.425, -1.150], [3.336, -4.659, -1.187], [2.610, -5.835, -1.059], [1.225, -5.784, -1.002], [0.546, -4.586, -0.972], [-0.963, -4.558, -1.038], [-1.424, -3.701, -2.222], [-1.600, -4.069, 0.266], [1.301, -3.364, -0.942], [0.696, -2.245, -0.765], [4.242, -0.312, -0.775], [3.962, -1.515, 0.489], [2.584, -0.661, -0.253], [4.537, -2.495, -1.716], [1.886, -1.338, -2.703], [2.980, -2.381, -3.612], [3.485, -0.747, -3.154], [4.401, -4.722, -1.348], [3.108, -6.789, -1.076], [0.663, -6.705, -0.998], [-1.303, -5.584, -1.214], [-1.151, -2.658, -2.073], [-2.503, -3.762, -2.340], [-0.961, -4.052, -3.142], [-1.293, -3.043, 0.473], [-1.312, -4.703, 1.101], [-2.685, -4.094, 0.185]],
  "forces_ev_per_a": [[-0.6, 0.4, 0.1], [0.0, 0.1, 0.0], [-0.1, -0.1, -0.4], [0.2, 1.4, 0.0], [-0.3, -0.1, -0.2], [-0.2, 0.0, 0.0], [0.1, 0.0, -0.1], [0.0, 0.0, 0.0], [0.1, 0.0, -0.1], [0.0, 0.2, 0.0], [0.2, 0.0, -0.4], [0.0, 0.1, -0.1], [-0.1, -0.1, 0.1], [0.0, 0.0, 0.0], [-0.1, 0.0, 0.0], [0.0, 0.0, 0.0], [0.0, -0.8, 1.8], [-0.1, -0.2, -0.5], [-0.1, 0.0, -0.1], [0.1, -0.1, 0.0], [0.0, 0.0, 0.0], [0.0, 0.0, 0.0], [-0.1, 0.0, -0.1], [0.2, -0.1, -0.3], [0.0, -0.1, 0.0], [0.0, 0.1, 0.1], [0.0, 0.0, -0.1], [-0.1, 0.0, 0.0], [0.2, 0.0, 0.0], [0.0, 0.1, 0.1], [0.0, 0.0, 0.0], [0.1, -0.1, 0.0], [0.0, 0.1, 0.1], [0.1, 0.1, 0.0], [0.1, 0.0, 0.0], [0.0, -0.1, 0.0], [-0.1, -0.2, 0.0], [0.1, 0.0, 0.0], [0.1, -0.1, 0.1], [-0.1, 0.0, 0.1], [-0.1, 0.0, -0.1], [0.0, 0.1, -0.1], [0.1, -0.1, 0.0], [0.1, 0.0, 0.0], [0.1, 0.1, 0.0], [-0.1, 0.1, 0.1], [0.0, 0.0, 0.1], [0.0, 0.1, 0.0], [0.0, 0.1, -0.1], [-0.1, 0.1, 0.1], [-0.1, -0.1, 0.1], [0.0, -0.1, 0.1], [0.0, 0.6, -1.0], [0.3, 0.9, 0.6], [-0.3, -1.0, -0.2], [0.0, 0.1, -0.3], [0.2, -0.5, 0.8], [-0.4, -0.1, 0.2], [0.1, -0.1, -0.1], [0.1, 0.1, 0.1], [-0.1, -0.1, 0.0], [0.0, 0.2, 0.0], [-0.1, -0.2, -0.1], [0.4, -0.2, -0.1], [-0.2, 0.0, 0.0], [0.1, 0.0, 0.1], [-0.1, 0.0, 0.1], [0.0, 0.0, 0.0], [0.0, 0.1, 0.0], [0.0, -0.1, 0.0], [0.1, 0.1, 0.1], [0.0, 0.1, 0.0], [-0.1, 0.1, 0.0], [-0.1, 0.0, -0.1], [0.0, 0.1, 0.0], [0.1, 0.0, 0.0], [0.1, 0.0, 0.0], [0.1, 0.0, 0.0], [0.0, 0.0, -0.1], [-0.1, 0.0, -0.1], [1.1, 0.2, 0.3], [-0.9, 0.3, -0.4], [-0.1, 0.0, 0.3], [-0.1, 0.1, 0.1], [0.1, 0.1, -0.2], [0.0, -0.3, -0.3], [0.0, -0.1, 0.0], [0.1, -0.2, 0.0], [0.1, 0.0, 0.0], [0.1, 0.0, 0.0], [-0.1, 0.0, 0.0], [-0.1, -0.1, 0.0], [0.1, 0.0, 0.1], [0.1, -0.1, 0.0], [-0.1, -0.1, 0.0], [0.0, 0.3, 0.0], [0.0, -0.1, 0.1], [0.4, 0.2, -0.1], [0.0, 0.3, 0.1], [0.0, 0.1, -0.1], [-0.4, 0.1, 0.1], [-0.4, -0.1, -0.1], [-0.2, 0.2, 0.1], [0.1, -0.1, 0.0], [0.2, -0.1, -0.1], [0.3, -0.5, 0.0], [0.0, -0.9, -0.2], [0.0, 0.1, 0.0], [0.0, 0.0, 0.1], [0.3, 0.0, 0.0], [-0.1, -0.1, 0.0], [0.0, 0.0, -0.1], [0.0, 0.0, -0.2], [0.1, 0.1, 0.0], [0.1, 0.1, 0.0], [0.1, -0.2, 0.0], [-0.1, -0.1, 0.0], [0.1, 0.1, 0.0], [0.0, 0.0, -0.1], [-0.1, -0.1, 0.0], [0.0, 0.0, -0.2], [-0.1, -0.1, 0.1], [0.0, 0.0, 0.2], [-0.1, 0.0, 0.0]],
  "homo_lumo_gap_ev": [8.80, 4.84],
  "multiplicity": 5,
  "charge": 2,
  "e_above_lowest_kj_mol": 44.0
}